{
  "formula": "C35H65N4O6PS",
  "method": "ωB97M-V/def2-TZVPD",
  "s2": 3.76,
  "homo_lumo_gap_ev": [5.5, 6.1],
  "total_charge": 1,
  "e_lumo_ev": [-4.5041, -4.5041],
  "fmax_ev_per_a": 5.27,
  "homo_ev": [-10.0, -10.7],
  "spin_multiplicity": 4,
  "species": ["H", "H", "C", "H", "H", "H", "H", "C", "H", "H", "H", "H", "H", "H", "H", "H", "H", "H", "H", "H", "H", "C", "H", "C", "C", "C", "H", "H", "C", "H", "C", "H", "H", "H", "C", "H", "S", "C", "H", "H", "C", "H", "C", "H", "H", "N", "H", "C", "H", "H", "C", "H", "H", "C", "H", "C", "H", "C", "H", "O", "C", "N", "H", "C", "H", "C", "N", "C", "C", "H", "H", "H", "H", "C", "H", "H", "H", "O", "H", "H", "C", "C", "H", "H", "C", "P", "H", "H", "C", "O", "H", "C", "H", "H", "C", "C", "H", "C", "C", "O", "O", "C", "H", "C", "H", "H", "N", "O", "H", "C", "H", "H"],
  "coordinates": [[0.682907, 2.630166, 0.018245], [2.246829, -3.486118, -1.331612], [-2.325335, -4.913469, 0.134023], [-13.107143, -6.030713, 2.480932], [-12.374098, -8.382514, 2.074061], [6.623756, 2.202676, 0.745730], [-7.487349, -6.275261, 0.357880], [-5.603436, -3.319495, -1.653018], [-9.934806, -8.797584, 1.748533], [-12.845619, -3.552171, 1.840130], [-10.032250, -4.081273, 3.346160], [-2.688869, -4.973202, 1.221189], [9.962678, 3.914718, -1.131811], [12.464624, 6.029595, 0.331329], [-12.698982, -6.363703, 0.809205], [-9.319608, -6.679766, 3.614825], [-5.607124, -0.746097, 1.845078], [7.337210, 5.461951, -1.091956], [3.878758, 1.256672, 1.555175], [4.169980, 4.576164, -0.304314], [-7.843911, -2.167961, 1.134692], [4.625019, 2.406092, -0.133618], [-11.750517, -4.036493, 3.699041], [2.247250, 3.713908, -1.858243], [-6.878747, -3.156688, -0.784427], [1.677852, 2.171371, 0.064873], [10.675193, 6.959057, -3.401747], [2.352812, 4.478168, -1.089017], [11.748051, 6.173125, -0.483374], [6.552004, 1.741732, -0.957005], [-4.382365, -1.595751, 0.054587], [7.999100, 4.554243, -2.434602], [4.463745, 2.847518, 1.992474], [11.767616, 5.238993, -1.044242], [7.978077, 7.277820, -2.954948], [-7.994568, -5.807107, 2.830513], [-1.465757, -3.270690, -0.036076], [3.902827, 2.302127, 1.226373], [-8.017592, -7.566200, 2.891720], [-7.721628, -7.991644, 0.698978], [-5.641852, -1.423093, 0.928216], [8.430442, 8.202251, -3.325884], [-8.648737, -6.681448, 2.758836], [-8.602469, -7.250444, -0.616429], [9.646997, 5.674374, -4.026061], [9.572778, 7.279371, -0.987506], [11.296277, 6.883377, 2.002862], [-11.974296, -3.822404, 1.236893], [11.162645, 8.339471, 1.012181], [7.653871, 6.697028, -3.823930], [8.983918, 6.467020, -2.095239], [2.467261, 3.916428, 1.078629], [5.921946, 0.663413, 0.300941], [-10.956185, -4.664275, 3.283776], [-12.347412, -3.986519, 0.222227], [1.551486, 1.431389, -2.328010], [-7.824571, -3.722211, -1.067218], [10.086884, 6.083982, -3.110843], [-3.232170, -5.023706, -0.549245], [3.856587, 0.497396, -1.177583], [-11.266436, -5.073497, 1.821547], [-9.993413, -5.394579, 1.103924], [10.287276, 4.667364, 1.171257], [9.122083, 4.383075, -0.611369], [-11.300802, -2.959275, 1.222284], [-8.235446, -7.073716, 0.398034], [3.809854, 1.862251, -1.263901], [-3.000203, -2.735839, -2.071647], [-10.400170, -7.876225, 1.382355], [7.069505, 7.537461, -2.405190], [1.983837, 2.620094, 2.147754], [2.982656, 3.904231, -2.645201], [-1.517940, -5.717613, -0.061110], [4.998937, 3.880798, -0.416065], [1.458368, 0.382845, -2.029170], [0.752533, -1.350630, 0.763057], [5.761592, 4.231400, 0.286995], [8.546913, 7.922642, -0.363921], [2.226744, -2.125454, 0.994541], [-3.392214, -1.060967, 0.302936], [-6.906918, -2.245908, 0.496868], [6.005594, 1.708234, -0.009638], [-5.584760, -4.010196, -2.571534], [9.748280, 7.682624, 1.859545], [-9.373539, -6.724316, 1.392203], [0.676678, -3.604121, 0.179801], [1.262332, 3.891705, -2.301128], [2.003474, 1.467528, -3.323957], [10.342768, 6.537766, 0.058598], [-1.650186, -2.610734, -1.584424], [8.521686, 3.561854, -0.205582], [-11.642782, -7.580602, 2.216362], [-10.715679, -8.084376, 0.353892], [0.529824, 1.812428, -2.415925], [9.619503, 5.259720, 0.534296], [10.649468, 7.416626, 1.300056], [1.516567, 1.118487, 0.329012], [-12.267582, -6.248686, 1.810317], [2.471271, 2.828460, 1.189695], [-3.145268, -3.068090, -3.266663], [1.266599, -3.525983, -1.423957], [8.275992, 5.193049, -1.588588], [-10.881280, -5.511665, 3.964626], [2.368229, 2.268745, -1.312333], [10.768294, 5.314832, -2.754009], [5.413597, 3.996255, -1.421615], [1.207202, -2.207681, 1.138882], [-10.250617, -5.345435, -0.233253], [-11.396101, -7.581657, 3.282232], [-4.314950, -2.534267, -1.207168], [8.759292, 5.526949, 1.159566], [12.149353, 6.970493, -1.115643]],
  "atomic_forces_ev_per_a": [[0.142, -0.053, -0.267], [-0.641, -0.035, -0.365], [0.772, -1.445, -0.008], [0.198, 0.224, -0.074], [0.074, 0.078, 0.041], [-0.299, 0.168, -0.097], [-0.104, 0.009, 0.025], [0.070, 2.184, 3.181], [0.192, 0.210, -0.044], [0.231, -0.235, 0.141], [-0.045, -0.119, -0.050], [0.689, 0.397, -1.585], [-0.005, 0.038, 0.005], [-0.278, 0.089, 0.039], [0.157, 0.163, -0.015], [-0.013, 0.116, -0.062], [-0.192, -1.127, -1.542], [0.111, 0.224, -0.028], [0.081, -0.037, -0.180], [-0.025, -0.058, -0.099], [1.340, -0.214, -1.108], [1.647, 1.428, 0.477], [0.010, -0.099, -0.281], [0.074, 0.331, 0.107], [2.850, 1.693, 1.045], [0.254, 0.010, 0.268], [-0.067, -0.058, 0.122], [0.142, -0.057, -0.043], [0.146, -0.209, -0.229], [-0.121, -0.009, 0.053], [-1.599, -1.725, -0.903], [0.087, 0.251, -0.103], [0.141, -0.034, -0.255], [-0.054, 0.105, -0.094], [-0.154, 0.344, 0.671], [-0.124, -0.015, -0.047], [-1.318, 1.407, -0.504], [-0.414, -0.158, -0.101], [-0.125, 0.071, -0.242], [-0.227, 0.142, 0.244], [0.125, -2.839, -3.637], [-0.008, -0.088, 0.110], [-0.120, 0.005, 0.306], [-0.062, 0.203, 0.140], [-0.145, 0.136, 0.198], [-3.695, 0.221, 2.305], [-0.027, -0.149, -0.326], [0.318, -0.275, -0.711], [-0.101, -0.100, -0.028], [0.282, -0.128, 0.172], [0.203, -0.427, -2.109], [0.003, -0.044, -0.041], [-0.113, 0.102, -0.189], [0.115, -0.147, 0.280], [0.259, -0.035, 0.088], [0.482, -0.592, 0.161], [1.432, 0.840, 0.451], [0.250, -0.228, 0.021], [1.426, 0.486, 0.728], [0.084, 2.562, -0.703], [-0.912, 1.228, 1.531], [-1.905, -1.266, -3.658], [0.081, 0.280, -0.070], [0.029, 0.025, -0.028], [-0.021, -0.114, -0.011], [-0.431, 0.379, -0.533], [-0.797, -4.061, 1.987], [-3.289, -1.025, -3.987], [-0.404, 0.155, -0.093], [0.239, 0.055, 0.092], [0.035, 0.064, -0.077], [-0.016, -0.064, 0.148], [-1.533, 1.172, 0.246], [-0.225, 0.252, -0.011], [0.246, 0.090, -0.043], [0.755, -0.331, 0.476], [-0.072, -0.279, -0.030], [2.068, -0.608, -1.286], [-0.477, 0.083, 0.245], [-1.924, -0.737, -0.260], [3.360, 0.015, -1.907], [-0.398, -0.607, -0.267], [-0.026, 1.313, 1.640], [0.040, 0.051, -0.274], [1.659, -0.963, 1.001], [2.616, -0.813, -0.102], [0.092, -0.258, 0.103], [0.007, -0.026, 0.145], [1.942, -0.329, 0.766], [-1.310, -1.080, 1.157], [0.068, 0.034, -0.043], [0.030, 0.029, 0.031], [0.112, 0.183, -0.023], [0.233, 0.226, 0.169], [-0.332, -0.081, -0.193], [-0.705, 0.346, -0.169], [0.128, -0.061, -0.166], [0.145, -0.348, -0.190], [0.040, 0.005, 0.022], [1.313, 1.344, 4.660], [-0.606, 0.489, 2.213], [0.065, -0.009, 0.429], [0.129, 0.015, -0.075], [-1.325, 1.124, -1.063], [0.030, 0.102, 0.077], [-0.107, -0.078, 0.073], [-1.508, -0.390, -2.360], [0.963, 0.470, 2.281], [0.011, 0.024, -0.023], [-2.362, 0.355, 2.181], [0.073, 0.205, -0.071], [-0.130, -0.083, 0.026]],
  "mulliken_charge": [0.397, 0.326, -0.784, 0.349, 0.391, 0.382, 0.386, -0.422, 0.373, 0.445, 0.282, 0.336, 0.366, 0.483, 0.383, 0.294, 0.350, 0.312, 0.328, 0.207, 0.362, 1.866, 0.474, -1.795, -0.400, -0.613, 0.408, 0.313, -1.833, 0.427, -0.117, 0.537, 0.358, 0.296, -1.862, 0.355, 0.406, -1.330, 0.465, 0.457, -0.592, 0.467, -1.721, 0.360, 0.431, 0.362, 0.432, -1.791, 0.442, 0.409, 1.872, 0.349, 0.390, -1.718, 0.361, -1.767, 0.449, -1.796, 0.323, -0.560, 1.609, 0.642, 0.398, -0.336, 0.385, -1.818, 0.332, 0.442, -1.285, 0.336, 0.417, 0.342, 0.390, -1.635, 0.281, 0.321, 0.439, -0.541, 0.320, 0.283, -0.309, -1.815, 0.329, 0.354, 1.614, 0.359, 0.489, 0.450, 1.772, -0.154, 0.027, -0.493, 0.368, 0.429, -1.360, -1.802, -0.352, -1.226, -0.580, -0.460, -0.451, -1.201, 0.318, 1.888, 0.291, 0.396, -0.585, -0.542, 0.298, 0.269, 0.341, 0.358]
}